{"formula": "C5H34NO13", "method": "the ωB97M-V functional and the def2-TZVPD basis", "gap_ev": [9.437, 4.568], "spin_multiplicity": 2, "e_above_lowest_kcal_mol": 16.30, "energy_ha": -1243.60182, "s_squared": 0.754, "elements": ["C", "H", "O", "H", "H", "H", "H", "O", "O", "O", "H", "H", "C", "H", "C", "H", "H", "H", "O", "O", "H", "H", "H", "O", "O", "H", "H", "C", "H", "H", "H", "H", "H", "H", "H", "O", "H", "H", "H", "O", "O", "H", "H", "H", "O", "H", "C", "H", "H", "H", "N", "O", "H"], "coordinates": [[1.69153, 1.10116, 0.60360], [1.47412, 2.32843, -3.69939], [2.05882, -0.32858, -2.85223], [3.42907, -1.95878, -0.19405], [-1.68448, -1.21094, 0.38501], [0.64053, 3.68358, -1.37932], [0.52685, -0.67523, -1.60064], [-0.57892, -1.68602, 3.41386], [-2.46738, -0.79542, -1.43980], [-2.54074, 2.10017, -0.85975], [-1.38486, 2.64664, 2.37979], [1.41703, 1.46558, -2.39558], [-0.15008, -0.20385, -0.84915], [1.64521, 2.06665, 0.14611], [-1.35787, -1.16329, -0.63107], [1.62797, -1.79516, 2.34712], [0.78243, -3.19933, -1.13576], [3.16428, -1.34674, 2.12459], [2.43864, -1.93268, -0.28484], [-0.18856, 4.24588, -1.29162], [-1.23399, -2.23651, -0.84955], [0.00623, -2.22667, 2.90532], [-0.91383, 3.62039, -1.49355], [0.83949, -2.89339, 1.45658], [0.17364, -3.81963, -0.78603], [-2.06442, 2.24345, -2.76226], [2.46423, 0.62900, -0.06708], [-0.47873, 2.08172, 2.20117], [1.25090, -3.52358, 2.00909], [2.15342, 0.33487, 2.22337], [1.27671, -0.61777, -3.34767], [0.45861, -0.62986, 1.15326], [-1.53988, 0.48169, 1.51616], [-0.59909, 0.68725, -1.29795], [-1.15441, 1.96086, -3.92504], [1.06891, 2.29658, -2.81273], [-0.02181, -1.01310, 3.87428], [-0.03120, 1.63976, 3.12271], [0.30006, -3.63789, 0.19433], [-3.24950, -1.35277, 1.88030], [2.39654, -1.20685, 2.66667], [-3.09470, -2.12186, 1.31776], [2.24048, -1.05859, -2.23233], [-2.51875, 0.15392, -1.56160], [2.24691, 1.26264, 1.86943], [-2.97841, -1.69106, 2.75831], [0.35548, 0.24554, 0.55624], [-3.43594, 2.25709, -0.57099], [0.18060, 2.83518, 1.76342], [2.06194, -2.36118, 0.61914], [-0.76408, 1.05478, 1.14433], [-2.01892, 1.74665, -3.57998], [-1.85543, 2.01436, -0.15209]], "forces_ev_per_a": [[0.77, -1.23, -1.49], [-0.08, -0.06, 0.70], [0.07, -0.39, -0.26], [-1.43, -0.04, -0.32], [0.13, 0.52, 0.96], [-1.58, 1.01, -0.30], [-0.26, 0.85, 1.70], [-0.68, 2.27, 1.75], [-0.17, -0.40, -0.16], [1.45, -0.03, -0.22], [-0.49, -0.40, 0.43], [-0.17, 0.69, -0.89], [-1.38, -0.98, 0.00], [-0.89, 0.89, -0.26], [-0.64, -0.27, -1.10], [1.21, 0.09, -0.42], [1.07, 0.75, -0.73], [0.33, -0.36, -0.38], [1.60, -0.45, 1.51], [0.80, -1.36, 0.35], [0.84, 0.60, -0.24], [0.71, -0.99, -1.23], [0.61, 0.55, 0.03], [-0.06, 1.56, 0.45], [-0.98, -1.15, 0.77], [-0.17, 0.05, 0.22], [-1.01, -0.29, 0.45], [0.09, 0.69, -1.74], [0.61, -1.64, 0.88], [0.82, 0.54, 0.57], [0.36, 0.04, -0.07], [-0.21, -0.98, 0.86], [-0.32, -0.27, -0.96], [0.39, -0.10, -0.36], [0.39, 0.05, -0.15], [0.47, -0.78, 0.06], [-0.57, -1.07, -0.43], [-0.32, 0.02, -0.82], [-0.16, -0.17, -0.84], [0.14, -0.32, 0.84], [-1.11, 0.21, 1.03], [-0.17, 0.12, -0.14], [0.13, 0.18, -0.01], [0.03, 0.24, 0.01], [-0.95, -0.70, 0.48], [-0.03, 0.39, -0.52], [0.93, 3.01, -1.66], [-0.17, 0.07, 0.78], [0.41, -0.37, 0.29], [-0.29, 0.40, -2.08], [1.65, -1.23, 3.40], [-0.21, -0.16, -0.22], [-1.54, 0.37, -0.53]]}